{
  "formula": "C8H12N4",
  "method": "wB97M-V/def2-TZVPD",
  "total_charge": 0,
  "homo_energy_ev": [-7.93, -7.93],
  "homo_lumo_gap_ev": [7.93, 7.93],
  "de_lowest_kj_mol": 597.2,
  "symbols": ["C", "C", "C", "C", "C", "C", "C", "C", "N", "N", "N", "N", "H", "H", "H", "H", "H", "H", "H", "H", "H", "H", "H", "H"],
  "coordinates": [[0.0512, 1.4121, 0.4968], [-0.0995, 0.2668, 1.2290], [-0.5223, -0.9229, 0.5977], [-0.2754, 1.5265, -0.9146], [-1.8985, -0.0094, -1.8962], [-0.1757, 0.4675, 2.7039], [0.3050, 2.7730, -1.5422], [1.5972, -1.8615, -0.0697], [-0.8817, 0.7985, -1.7467], [-2.8127, -0.6914, -2.1775], [-0.5013, -3.0552, -0.2071], [0.1842, -1.9012, 0.1877], [0.3361, 2.3158, 1.1309], [-1.2113, 0.5304, 3.0556], [0.2972, -0.2861, 3.2893], [0.1157, 1.4216, 2.8803], [1.2691, 2.8177, -1.0319], [0.4331, 2.6567, -2.5445], [-0.4134, 3.5620, -1.5325], [2.0259, -2.6358, 0.4749], [1.8192, -1.8478, -1.2142], [1.8877, -0.9024, 0.3115], [-0.0009, -3.6487, -0.9273], [-1.5289, -2.7859, -0.5530]],
  "atomic_forces_ev_per_a": [[-0.3272, 0.6314, 0.4470], [-0.8893, 0.0307, -1.1763], [-0.1729, -0.1891, 1.4438], [1.3929, 1.7684, 0.8070], [-0.4299, -1.0725, 0.3707], [-1.6383, -2.2062, -0.3558], [0.5112, -1.0102, 2.4376], [-0.2009, 1.2745, -2.3253], [-1.7471, -1.1228, -1.3452], [1.1831, 0.7338, 0.4280], [-2.2412, -1.3798, -1.9051], [-1.4906, 0.8699, -0.8484], [-0.4329, -0.9856, -1.5662], [-0.1708, -0.5671, -0.4064], [0.6114, -0.4260, 0.5014], [1.6925, 2.6710, 0.8955], [-0.0697, 1.4400, -0.1918], [0.6464, -0.8584, -2.8687], [-0.1494, 1.0403, 0.9987], [1.2722, -1.4986, 0.5347], [-0.4145, -0.4273, 2.0308], [0.6047, 0.3485, 0.1778], [-0.6419, 1.4596, 0.9864], [3.1021, -0.5245, 0.9297]]
}